<w>
# C7H6O

A molecular structure, C7H6O (wB97M-V/def2-TZVPD, OMol25).

Results
* net charge: 0
* orbital gap: 7.63 eV

Last column: natural (NBO) charge in e.
Positions of all 14 atoms, in Å:
C (-0.3164, -0.9715, -1.6798)  -0.29
C (0.3364, -0.2910, -0.6189)  -0.13
C (1.6722, -1.1132, -0.4402)  0.37
C (-0.0027, 0.6857, 0.3505)  -0.27
C (0.7700, 0.8681, 1.5543)  -0.20
C (-1.2987, 1.1910, 0.2577)  0.01
C (-2.6949, 1.2382, 0.6630)  -0.29
H (-1.3172, -0.5445, -2.4764)  0.24
H (0.2286, -1.8227, -2.0587)  0.19
H (2.0826, -1.9139, -1.2044)  0.18
H (0.2643, 1.5412, 2.1759)  0.20
H (1.6134, 0.1625, 1.7845)  0.28
H (-3.6024, 2.1187, 0.8930)  0.28
O (2.2648, -1.1486, 0.7996)  -0.59

<x>
# C7H6O

C7H6O in the gas phase (wB97M-V/def2-TZVPD, OMol25).

Results
* net charge: 0
* SMILES: O=C1[C@H]2C=C[C@@H]1C=C2
* orbital gap: 9.58 eV

Last column: natural (NBO) charge in e.
Positions of all 14 atoms, in Å:
C (-1.3190, -0.4466, -0.3159)  0.63
C (-0.5913, -0.3440, 1.0825)  -0.40
C (-0.1902, 1.1880, 0.9168)  -0.20
C (0.1160, 1.4127, -0.4424)  -0.19
C (0.0031, -0.0216, -1.1651)  -0.40
C (1.2112, -0.8589, -0.6399)  -0.20
C (0.5792, -1.2233, 0.5459)  -0.19
H (-1.0129, -0.7909, 1.9308)  0.25
H (-0.3576, 2.1316, 1.4848)  0.25
H (0.5988, 2.2811, -0.9941)  0.24
H (0.0245, 0.0662, -2.3611)  0.25
H (2.4195, -0.9528, -1.0049)  0.28
H (1.1153, -1.9165, 1.4753)  0.21
O (-2.5965, -0.5250, -0.5128)  -0.53

Result of the stability comparison: <x> is the most stable of them.

<w>
# C2H4Cl2S

2 unconnected molecules or ions with the total composition C2H4Cl2S (wB97M-V/def2-TZVPD, OMol25).

Results
* net charge: 0
* orbital gap (spin up / spin down): 8.22 / 8.36 eV

Last column: natural (NBO) charge in e.
Positions of all 9 atoms, in Å:
C (-1.5283, -0.0948, -0.4709)  -0.48
C (0.8809, -0.1444, 0.5548)  -0.33
S (1.6822, 1.2599, -0.0512)  0.09
Cl (1.3545, -1.7150, 0.1792)  0.07
Cl (0.6797, 0.0987, 2.3502)  -0.02
H (-1.7021, 0.5537, -1.2671)  0.17
H (-1.6936, -1.0950, -0.7086)  0.16
H (-2.0003, 0.1805, 0.6060)  0.19
H (2.3271, 0.9564, -1.1924)  0.14

<x>
# C2H4Cl2S

2 unconnected molecules or ions with the total composition C2H4Cl2S (wB97M-V/def2-TZVPD, OMol25).

Results
* net charge: 0
* orbital gap (spin up / spin down): 8.02 / 8.42 eV

Last column: natural (NBO) charge in e.
Positions of all 9 atoms, in Å:
C (1.2534, 0.9805, 1.0912)  -0.49
C (-1.1353, -0.8604, -0.3179)  -0.29
S (-0.8807, 0.3354, -1.5872)  0.09
Cl (-2.6962, -0.8636, 0.4397)  0.05
Cl (-0.5648, -2.4731, -0.7861)  0.00
H (0.4689, 1.7016, 0.7735)  0.16
H (0.9114, 0.0339, 1.3556)  0.16
H (2.1933, 1.1955, 0.6398)  0.16
H (0.4502, -0.0498, -1.6088)  0.16

Result of the stability comparison: <x> is the most stable of them.